The following is a DFT calculation (ωB97M-V/def2-TZVPD) of 18 unconnected molecules or ions with the total composition C24H13BrCl68NO2 in a non-equilibrium geometry.

```
109
C24H13BrCl68NO2, DFT ωB97M-V/def2-TZVPD
Cl -3.85 1.77 -2.34
Cl -4.12 -8.35 -5.27
Cl 8.94 -0.02 1.38
Cl 8.26 -5.59 5.30
Cl 0.39 -9.45 5.84
C -1.99 13.91 0.03
Cl 0.72 4.77 -1.12
Cl -1.18 -5.44 9.11
O 1.66 -2.92 -1.80
Cl -2.25 -8.34 6.20
N 0.24 -0.84 -0.77
Cl 0.84 -3.91 2.32
Cl -0.62 13.81 1.14
C 1.02 17.84 1.26
Cl 8.84 -8.42 5.32
H 2.16 -0.04 -1.17
Cl -4.51 -4.27 -1.65
Cl -1.57 -9.67 -3.44
C 0.42 -0.28 -3.62
Cl -1.79 -6.73 -5.86
Cl -0.56 -3.95 11.50
H -0.57 -1.53 -5.05
C -0.36 0.39 -1.24
Cl -1.55 -11.17 -0.96
C -1.53 -5.26 10.83
C 0.09 0.87 -2.66
C 7.99 -7.11 6.15
H -0.65 1.54 -3.12
C -0.53 -8.14 6.59
Cl -8.01 15.43 1.71
Cl -3.24 -6.37 -3.38
C -1.85 -9.70 -8.77
C 2.28 -2.18 -0.99
Cl -1.21 -4.47 0.37
C -1.00 4.50 -1.39
H 1.02 1.44 -2.52
C 6.08 -4.17 1.49
Cl 8.24 2.78 1.44
Cl 4.66 -3.69 2.41
H -0.24 1.22 -0.53
H 1.47 -0.40 -5.53
H -1.61 -0.32 -4.36
Cl -0.32 -8.19 8.35
Cl -4.59 -0.40 -4.05
Cl -2.52 9.52 -1.83
Cl 6.25 -7.46 6.17
Cl 0.03 -6.59 5.97
Cl 8.56 1.31 3.91
Cl -1.25 3.96 -3.05
C -3.39 -6.75 -5.10
Cl -3.30 1.91 -5.18
Cl 8.59 -6.97 7.81
Cl 5.59 -5.00 0.02
Cl 1.63 17.90 2.92
C 1.64 -0.82 -0.61
Cl -9.21 14.09 -0.55
Cl -1.58 3.24 -0.29
Cl 7.08 -5.27 2.49
C -7.79 14.98 0.01
C -0.21 -5.16 1.65
Cl -5.23 -3.37 1.00
Cl -7.08 -3.02 -1.20
C 8.01 1.21 2.23
Cl 5.13 -4.38 6.15
C -1.93 -9.61 -1.71
Cl -3.57 -9.82 -9.18
Cl 1.90 16.60 0.36
Cl -1.25 -8.11 -9.24
Cl -1.98 10.85 -4.34
C 1.04 0.38 -4.89
O 3.35 -2.49 -0.47
Cl 7.03 -2.74 1.09
Cl -3.25 -4.91 11.06
Cl -4.42 -5.54 -5.89
Cl 4.08 -2.09 7.56
Cl 5.91 -1.72 5.36
C -5.37 -3.03 -0.73
Cl -1.62 15.04 -1.28
Br 2.02 -0.40 1.32
Cl -1.26 -5.80 2.94
Cl 6.30 0.78 2.19
Cl -1.89 6.00 -1.10
Cl 6.86 -2.83 7.85
Cl -7.59 16.45 -0.96
Cl -1.65 -9.92 -7.03
H -1.18 -1.81 -3.41
H 1.77 1.14 -4.60
Cl 0.77 -6.48 0.99
Cl -3.42 14.48 0.91
Cl -0.72 8.32 -3.74
Cl -4.63 -1.47 -1.08
C -1.28 9.85 -3.06
H -0.07 -1.65 -1.29
C 5.49 -2.75 6.73
Cl -0.94 -8.33 -0.99
Cl -0.70 17.44 1.29
Cl -0.95 -10.96 -9.64
H -1.44 0.21 -1.30
H 0.20 0.80 -5.47
Cl -2.31 12.31 -0.64
Cl 1.25 19.41 0.49
C -0.83 -1.04 -4.10
Cl -1.12 -6.77 11.66
Cl -3.64 -9.24 -1.46
C -4.44 1.35 -3.95
Cl 0.09 10.70 -2.34
Cl -6.02 2.12 -4.21
Cl -6.35 13.97 -0.14
H 1.19 -0.96 -3.24
```

Results
* electronic energy: -952248.0138 eV
* HOMO-LUMO gap: 5.9 eV
* charge: -1
* spin multiplicity: 1

Here are the Mulliken charges for atoms 1 to 99, given in e:
1. Cl -0.040
2. Cl -0.090
3. Cl -0.104
4. Cl -0.038
5. Cl -0.109
6. C 0.195
7. Cl -0.105
8. Cl 0.007
9. O -0.750
10. Cl -0.103
11. N 0.124
12. Cl -0.004
13. Cl -0.077
14. C 0.331
15. Cl -0.109
16. H 0.114
17. Cl 0.016
18. Cl -0.002
19. C 1.283
20. Cl -0.070
21. Cl -0.101
22. H 0.447
23. C -0.752
24. Cl -0.119
25. C 0.328
26. C 0.206
27. C 0.298
28. H -0.500
29. C 0.289
30. Cl -0.105
31. Cl 0.132
32. C 0.273
33. C 0.547
34. Cl 0.070
35. C 0.278
36. H 0.550
37. C 0.192
38. Cl -0.115
39. Cl 0.051
40. H 0.068
41. H 0.432
42. H -0.040
43. Cl -0.051
44. Cl -0.028
45. Cl -0.100
46. Cl -0.077
47. Cl -0.036
48. Cl -0.107
49. Cl -0.078
50. C 0.192
51. Cl -0.100
52. Cl -0.107
53. Cl -0.077
54. Cl -0.099
55. C -0.002
56. Cl -0.104
57. Cl -0.091
58. Cl -0.065
59. C 0.330
60. C 0.134
61. Cl -0.088
62. Cl -0.117
63. C 0.322
64. Cl 0.018
65. C 0.158
66. Cl -0.100
67. Cl -0.083
68. Cl -0.090
69. Cl -0.088
70. C -1.718
71. O -0.701
72. Cl -0.058
73. Cl -0.108
74. Cl -0.123
75. Cl -0.105
76. Cl -0.021
77. C 0.099
78. Cl -0.089
79. Br -0.281
80. Cl -0.091
81. Cl -0.013
82. Cl -0.063
83. Cl -0.114
84. Cl -0.100
85. Cl 0.016
86. H 0.239
87. H 0.464
88. Cl -0.131
89. Cl -0.064
90. Cl -0.064
91. Cl 0.049
92. C 0.341
93. H 0.223
94. C 0.203
95. Cl 0.046
96. Cl -0.050
97. Cl -0.108
98. H 0.133
99. H 0.270